Record 1
A 2-piece molecular cluster, C4H14NO overall in a non-equilibrium geometry, computed with ωB97M-V/def2-TZVPD.

Computed properties:
E, eV: -7906.5164
Relative energy (zero: lowest compared OMol25 entry of this formula, charge and spin), kJ/mol: 42.26
Strongest force on any atom, eV/Å: 1.6
LUMO, Eh: -0.1156

ORCA input file:
```
! RIJCOSX wB97M-V def2-TZVPD def2/J DEFGRID3
* xyz 1 1
C -1.157 0.896 -0.010
C -0.928 -0.341 -0.856
C 0.091 -0.243 -2.011
C 1.554 -0.402 -1.657
N 0.070 1.175 0.863
H -1.285 1.821 -0.564
H -1.957 0.822 0.717
H -0.607 -1.155 -0.204
H -1.909 -0.558 -1.266
H -0.192 -1.094 -2.629
H -0.085 0.678 -2.572
H 1.742 -1.422 -1.312
H 1.936 0.211 -0.840
H 2.257 -0.287 -2.456
H 0.903 0.965 0.309
H 0.186 0.493 1.627
H 0.238 2.135 1.163
H -0.439 -1.700 3.078
H 0.909 -0.974 3.373
O 0.113 -0.955 2.834
*
```

Here are the Löwdin charges for atoms 1 to 4, given in e: -0.12 -0.18 -0.23 -0.10

Record 2
A 6-piece molecular cluster, C10H30BrO10 overall in a non-equilibrium geometry, computed with ωB97M-V/def2-TZVPD.

Computed properties:
E, eV: -101374.2863
Relative energy (zero: lowest compared OMol25 entry of this formula, charge and spin), kJ/mol: 69.63
Strongest force on any atom, eV/Å: 3.0
LUMO, Eh: 0.0912

ORCA input file:
```
! RIJCOSX wB97M-V def2-TZVPD def2/J DEFGRID3
* xyz -1 1
Br -0.022 -0.985 -0.246
C 1.844 2.071 -2.331
C 3.277 1.423 -2.224
O 3.679 0.976 -3.532
O 0.774 1.238 -2.673
H 1.884 2.880 -3.061
H 1.673 2.529 -1.355
H 3.347 0.598 -1.515
H 3.948 2.230 -1.927
H 4.635 1.038 -3.595
H 0.608 0.732 -1.871
C -1.521 -1.965 3.074
C -1.093 -0.652 3.787
O -0.116 -0.891 4.816
O -2.359 -2.861 3.874
H -0.614 -2.484 2.761
H -1.927 -1.639 2.117
H -1.977 -0.165 4.201
H -0.685 0.035 3.046
H -0.452 -1.602 5.367
H -1.851 -3.249 4.590
C -2.594 2.541 -0.787
C -1.853 2.200 0.566
O -2.426 1.132 1.324
O -2.407 1.404 -1.672
H -2.051 3.341 -1.291
H -3.652 2.729 -0.605
H -1.920 3.050 1.246
H -0.785 2.040 0.418
H -1.973 0.343 1.012
H -1.954 0.720 -1.171
C 2.510 -0.937 2.817
C 3.299 -0.601 4.144
O 2.452 -0.098 5.132
O 1.921 0.282 2.279
H 1.718 -1.651 3.043
H 3.200 -1.363 2.088
H 4.140 0.086 4.050
H 3.690 -1.552 4.509
H 1.530 -0.310 4.955
H 1.440 0.025 1.487
C -2.117 -1.489 -5.333
C -1.793 -1.023 -3.893
O -0.511 -1.452 -3.536
O -1.261 -0.831 -6.200
H -3.114 -1.188 -5.661
H -2.085 -2.562 -5.528
H -2.581 -1.429 -3.257
H -1.812 0.058 -3.749
H -0.543 -1.652 -2.597
H -1.522 -1.071 -7.092
*
```

Here are the Löwdin charges for atoms 1 to 4, given in e: 0.10 -0.26 -0.21 -0.08

Record 3
A single C25H22N4O2 molecule, computed with ωB97M-V/def2-TZVPD.

Computed properties:
E, eV: -36338.6709
SMILES string: O=C(NCCc1c[nH]c2ccccc12)/C(=C/c1cccnc1)NC(=O)c1ccccc1
Relative energy (zero: lowest compared OMol25 entry of this formula, charge and spin), kJ/mol: 0.00
Strongest force on any atom, eV/Å: 0.6
LUMO, Eh: 0.0097

ORCA input file:
```
! RIJCOSX wB97M-V def2-TZVPD def2/J DEFGRID3
* xyz 0 1
O 0.719 -3.225 0.561
C 1.203 -2.118 0.649
N 2.445 -1.782 0.240
C 3.199 -2.561 -0.714
C 3.679 -1.661 -1.864
C 2.530 -0.901 -2.444
C 1.710 -1.308 -3.454
N 0.709 -0.401 -3.649
C 0.825 0.592 -2.725
C 0.017 1.693 -2.475
C 0.376 2.535 -1.445
C 1.536 2.310 -0.698
C 2.348 1.227 -0.949
C 1.988 0.330 -1.957
C 0.503 -0.971 1.341
C 1.078 -0.334 2.375
C 0.522 0.785 3.119
C 0.804 0.940 4.480
C 0.266 2.008 5.172
C -0.540 2.902 4.481
N -0.784 2.797 3.186
C -0.265 1.781 2.526
N -0.782 -0.710 0.901
C -1.248 -1.000 -0.356
O -0.535 -1.401 -1.249
C -2.698 -0.720 -0.539
C -3.134 -0.356 -1.810
C -4.469 -0.088 -2.044
C -5.386 -0.198 -1.011
C -4.964 -0.582 0.251
C -3.626 -0.840 0.492
H 2.703 -0.809 0.310
H 2.534 -3.345 -1.085
H 4.058 -3.031 -0.220
H 4.431 -0.965 -1.483
H 4.144 -2.285 -2.628
H 1.777 -2.190 -4.062
H -0.073 -0.533 -4.266
H -0.871 1.878 -3.062
H -0.241 3.390 -1.212
H 1.794 3.002 0.090
H 3.259 1.092 -0.379
H 2.027 -0.709 2.732
H 1.432 0.217 4.981
H 0.465 2.145 6.223
H -1.000 3.746 4.978
H -0.448 1.783 1.459
H -1.386 -0.200 1.532
H -2.403 -0.287 -2.601
H -4.799 0.201 -3.031
H -6.431 0.008 -1.191
H -5.681 -0.684 1.052
H -3.317 -1.168 1.474
*
```

Here are the Löwdin charges for atoms 1 to 4, given in e: 0.09 -0.46 0.08 -0.16

Record 4
A 10-piece molecular cluster, C28H62BBr2F4N6O12 overall in a non-equilibrium geometry, computed with ωB97M-V/def2-TZVPD.

Computed properties:
E, eV: -215193.0351
Strongest force on any atom, eV/Å: 2.8
LUMO, Eh: 0.0725

ORCA input file:
```
! RIJCOSX wB97M-V def2-TZVPD def2/J DEFGRID3
* xyz -1 1
B 0.125 -0.105 0.786
F 0.329 -1.349 1.410
F 1.384 0.509 0.589
F -0.435 -0.321 -0.510
F -0.737 0.724 1.492
C 1.206 4.666 0.238
C 0.327 3.611 -0.406
O -0.645 4.244 -1.248
C -1.747 4.685 -0.658
O -1.977 4.585 0.516
O -2.520 5.280 -1.560
C -3.920 5.273 -1.326
H 0.663 5.362 0.869
H 1.679 5.212 -0.588
H 2.088 4.230 0.709
H -0.158 2.980 0.348
H 0.808 2.806 -0.961
H -4.213 4.724 -0.432
H -4.399 4.767 -2.164
H -4.281 6.296 -1.241
C -0.109 1.260 -2.919
C 0.149 0.340 -4.104
O 0.887 1.002 -5.127
C 0.224 1.795 -5.981
O -0.959 1.968 -5.989
O 1.144 2.204 -6.844
C 0.751 3.085 -7.880
H -0.795 0.841 -2.187
H -0.440 2.228 -3.299
H 0.831 1.490 -2.408
H -0.826 0.095 -4.536
H 0.579 -0.604 -3.786
H 0.499 4.077 -7.498
H -0.097 2.619 -8.383
H 1.538 3.282 -8.604
C 2.648 2.851 2.885
O 3.803 3.216 2.921
N 1.601 3.464 3.490
C 1.685 4.737 4.163
C 0.284 2.858 3.402
H 2.393 1.858 2.492
H 1.502 4.547 5.226
H 0.904 5.430 3.839
H 2.638 5.235 4.008
H 0.373 1.832 3.058
H -0.237 2.852 4.360
H -0.363 3.324 2.653
C -3.759 -4.626 0.803
O -4.911 -5.034 0.909
N -3.386 -3.442 1.343
C -1.994 -3.046 1.312
C -4.340 -2.468 1.843
H -2.953 -5.189 0.317
H -1.231 -3.796 1.113
H -1.725 -2.526 2.233
H -1.804 -2.293 0.536
H -3.852 -2.031 2.715
H -4.560 -1.729 1.078
H -5.245 -2.956 2.192
C -2.695 -4.447 -2.965
O -1.528 -4.704 -3.185
N -3.145 -3.268 -2.493
C -4.533 -2.997 -2.189
C -2.264 -2.114 -2.300
H -3.565 -5.114 -3.119
H -4.975 -2.164 -2.739
H -4.647 -2.802 -1.119
H -5.175 -3.859 -2.390
H -1.916 -1.773 -3.288
H -2.605 -1.186 -1.853
H -1.329 -2.518 -1.907
C 2.445 -0.650 4.427
O 3.617 -0.849 4.705
N 1.490 -0.387 5.347
C 0.089 -0.205 4.958
C 1.781 -0.213 6.752
H 2.034 -0.625 3.403
H -0.425 -0.970 5.551
H -0.054 -0.515 3.925
H -0.245 0.792 5.232
H 2.716 -0.718 6.989
H 1.898 0.861 6.922
H 1.025 -0.607 7.430
C 4.746 -4.996 -0.008
O 5.751 -5.678 0.051
N 4.556 -3.809 0.638
C 3.248 -3.174 0.713
C 5.577 -3.210 1.451
H 3.817 -5.211 -0.577
H 2.535 -3.563 -0.014
H 3.356 -2.126 0.430
H 2.796 -3.186 1.703
H 6.585 -3.298 1.028
H 5.468 -2.125 1.461
H 5.684 -3.642 2.447
C 1.568 -2.463 -2.188
O 1.146 -3.570 -2.478
N 2.786 -2.064 -2.626
C 3.319 -0.815 -2.119
C 3.772 -3.024 -3.150
H 1.023 -1.664 -1.667
H 3.913 -0.914 -1.205
H 2.539 -0.102 -1.854
H 3.959 -0.310 -2.845
H 4.457 -3.209 -2.323
H 3.313 -3.903 -3.580
H 4.280 -2.461 -3.935
Br -5.257 0.941 -0.760
C -4.246 0.860 0.933
C -3.807 2.235 1.384
Br -3.529 2.270 3.341
H -3.389 0.228 0.722
H -4.919 0.421 1.659
H -4.522 3.037 1.214
H -2.946 2.623 0.851
*
```

Here are the Löwdin charges for atoms 1 to 4, given in e: -1.30 0.10 0.09 0.06

Record 5
A 3-piece molecular cluster, C29H61BN9O6P3 overall in a non-equilibrium geometry, computed with ωB97M-V/def2-TZVPD.

Computed properties:
E, eV: -85302.1288
SMILES string: [H]/N=C(/C)Cc1c(CCCC)c(B(O)CC)cc2nc(P(=O)(O)O)cnc12.CN(C)P(=O)(N(C)C)N(C)C.CN(C)P(=O)(N(C)C)N(C)C
Strongest force on any atom, eV/Å: 6.1
LUMO, Eh: -0.0352

ORCA input file:
```
! RIJCOSX wB97M-V def2-TZVPD def2/J DEFGRID3
* xyz 0 1
H -0.820 -6.333 -2.134
N 0.087 -6.151 -2.564
C 0.073 -4.989 -3.068
C 1.327 -4.507 -3.773
C -1.128 -4.038 -3.063
C -1.631 -3.651 -1.686
C -2.953 -3.815 -1.322
C -3.990 -4.442 -2.233
C -3.780 -5.967 -2.343
C -3.919 -6.686 -0.978
C -2.585 -7.034 -0.304
C -3.355 -3.369 -0.012
B -4.855 -3.459 0.507
O -5.175 -4.339 1.506
C -6.017 -2.576 -0.101
C -5.585 -1.580 -1.195
C -2.438 -2.833 0.853
C -1.074 -2.670 0.503
N -0.245 -2.135 1.433
C 0.982 -2.030 0.979
P 2.216 -1.345 2.143
O 1.627 -0.360 3.038
O 3.303 -0.586 1.197
O 3.008 -2.505 2.908
C 1.402 -2.390 -0.324
N 0.587 -2.902 -1.209
C -0.693 -3.069 -0.788
H 2.120 -4.370 -3.039
H 1.151 -3.523 -4.207
H 1.638 -5.203 -4.549
H -1.898 -4.469 -3.696
H -0.822 -3.112 -3.555
H -5.011 -4.198 -1.947
H -3.839 -4.019 -3.230
H -2.811 -6.203 -2.778
H -4.558 -6.372 -2.994
H -4.477 -7.613 -1.123
H -4.502 -6.083 -0.279
H -2.031 -6.140 -0.017
H -2.006 -7.717 -0.926
H -2.809 -7.578 0.618
H -4.404 -4.487 2.068
H -6.496 -1.984 0.686
H -6.808 -3.214 -0.513
H -4.915 -0.808 -0.818
H -5.125 -2.048 -2.065
H -6.469 -1.055 -1.567
H -2.745 -2.510 1.843
H 4.028 -1.191 0.989
H 3.083 -3.319 2.393
H 2.441 -2.248 -0.598
C -3.362 2.111 -1.859
N -2.068 1.467 -1.873
C -1.992 0.291 -1.026
P -0.902 1.504 -3.143
O -1.421 0.375 -4.004
N -1.040 2.765 -4.296
C -1.732 4.025 -4.120
C -1.159 2.346 -5.693
N 0.207 2.510 -2.175
C 1.485 1.828 -1.901
C -0.194 3.252 -0.995
H -3.613 2.401 -0.832
H -4.166 1.469 -2.244
H -3.369 3.036 -2.430
H -1.193 0.409 -0.277
H -1.769 -0.609 -1.611
H -2.919 0.108 -0.486
H -2.822 3.909 -4.171
H -1.450 4.721 -4.914
H -1.461 4.531 -3.194
H -2.181 2.037 -5.944
H -0.489 1.521 -5.912
H -0.875 3.168 -6.354
H 1.371 1.031 -1.154
H 2.237 2.532 -1.541
H 1.874 1.376 -2.819
H -0.340 2.617 -0.112
H -1.103 3.827 -1.151
H 0.597 3.971 -0.764
C 6.388 3.766 4.978
N 5.741 4.823 4.234
C 6.620 5.945 3.939
P 4.385 4.655 3.178
O 5.101 4.260 1.906
N 3.419 3.256 3.359
C 3.330 2.406 4.530
C 3.253 2.427 2.166
N 3.321 5.532 4.314
C 2.795 6.779 3.736
C 3.637 5.755 5.710
H 6.779 4.170 5.920
H 7.220 3.303 4.430
H 5.695 2.980 5.265
H 6.212 6.878 4.353
H 6.748 6.086 2.861
H 7.610 5.802 4.369
H 4.213 1.765 4.642
H 2.467 1.743 4.446
H 3.168 2.968 5.450
H 4.124 1.783 2.002
H 3.105 3.044 1.283
H 2.373 1.790 2.239
H 3.565 7.559 3.675
H 1.961 7.163 4.325
H 2.422 6.596 2.723
H 4.395 6.535 5.864
H 3.976 4.852 6.211
H 2.721 6.070 6.218
*
```

Here are the Löwdin charges for atoms 1 to 4, given in e: 0.01 0.15 -0.42 -0.06